Entry 1:
Computed, not measured: C33H23N6O9S2Sc as an isolated structure, with wB97M-V/def2-TZVPD.

Summary:
**Spin multiplicity**: 1
**Highest occupied orbital energy**: -1.79 eV
**Charge**: -2
**HOMO-LUMO gap**: 5.79 eV

Atoms and positions in Å:
Sc -0.02349 0.00462 -0.19657
O 2.10141 -0.12039 3.66320
C 1.28711 -0.01951 2.73566
N 1.50010 0.02645 1.42163
C 2.82146 0.02675 0.94218
C 3.89885 0.66255 1.55730
C 5.13664 0.69186 0.93223
C 5.30806 0.08892 -0.30493
C 4.24480 -0.54709 -0.92727
C 2.99413 -0.58431 -0.31327
N 1.81939 -1.08914 -0.90179
C 1.91400 -2.16521 -1.67730
O 2.90228 -2.88023 -1.91069
C 0.62371 -2.55424 -2.36566
C 0.56310 -3.76763 -3.04830
C -0.59656 -4.10058 -3.72070
C -1.65011 -3.19869 -3.72061
C -1.49534 -2.01556 -3.01585
N -0.39935 -1.70694 -2.33389
C -0.17696 0.04021 3.09635
C -0.54859 0.04229 4.43623
C -1.88609 0.14850 4.75592
C -2.80860 0.26144 3.72650
C -2.34654 0.24397 2.42162
N -1.06028 0.11612 2.10578
H 3.74956 1.13429 2.51662
H 5.96594 1.19900 1.41427
H 6.27421 0.12085 -0.79797
H 4.36463 -1.00665 -1.89605
H 1.43999 -4.39846 -3.02824
H -0.67888 -5.04503 -4.24709
H -2.57568 -3.40260 -4.24360
H -2.28681 -1.27313 -3.00114
H 0.23656 -0.02314 5.17529
H -2.20918 0.15925 5.79079
H -3.86750 0.37047 3.92218
H -3.03502 0.35608 1.59582
O -0.76068 -1.91734 0.31931
C -1.81576 -2.62712 0.26601
C -1.76728 -3.99595 0.66622
C -2.86300 -4.81599 0.60230
C -4.09361 -4.33644 0.13772
C -4.17802 -3.01725 -0.25172
C -3.08241 -2.14810 -0.19740
C -3.22352 -0.76438 -0.62344
N -2.28025 0.15952 -0.70871
C -2.87689 1.31973 -1.14372
C -4.20266 1.10610 -1.32570
N -4.41510 -0.21895 -0.99707
H -0.80786 -4.35769 1.01395
H -2.77100 -5.85201 0.91117
H -4.95823 -4.98518 0.07877
H -5.13441 -2.66150 -0.62388
H -2.29424 2.21554 -1.26428
H -4.99935 1.75502 -1.64091
H -5.29329 -0.69985 -0.99617
O 1.96773 1.65891 -3.55329
S 0.97870 2.13977 -2.59780
O 1.87732 2.21455 -1.07601
O 0.06098 1.05800 -2.15052
C 2.13399 3.43189 -0.55058
C 3.29726 4.09418 -0.95841
C 3.62527 5.33307 -0.44484
C 2.78960 5.93525 0.49369
C 1.64142 5.28039 0.89860
C 1.29364 4.03304 0.38732
S -0.20922 3.32215 1.07024
O 0.09148 3.08806 2.46646
O -1.24282 4.31460 0.83082
O -0.46625 2.09025 0.30764
H 3.92490 3.58309 -1.67682
H 4.53382 5.82769 -0.76827
H 3.03256 6.90524 0.91062
H 0.98624 5.73664 1.63004

Atomic forces in eV per Å
Sc 0.1373 -0.4763 -0.0263
O -0.0086 0.0076 -0.0151
C 0.0147 -0.0253 -0.0148
N 0.0299 0.1280 0.1281
C 0.0924 -0.0067 -0.1870
C -0.1073 -0.0528 -0.0036
C 0.0435 0.0465 0.0557
C 0.0760 -0.0042 -0.0456
C -0.1252 -0.0557 0.0302
C 0.0636 0.1357 0.1041
N 0.1226 0.0189 -0.1273
C 0.0082 0.0345 0.0283
O -0.0190 0.0005 0.0101
C -0.0716 -0.0874 -0.0770
C 0.0384 0.0498 0.0356
C 0.0031 -0.0268 -0.0115
C -0.0113 0.0368 0.0087
C -0.0462 0.0635 -0.0382
N 0.0251 0.0641 0.0287
C -0.0351 -0.0053 0.0168
C 0.0176 0.0062 -0.0279
C 0.0024 -0.0093 0.0258
C -0.0290 0.0094 -0.0533
C 0.0280 0.0125 0.0701
N -0.1040 0.0927 0.0471
H -0.0009 -0.0002 0.0047
H 0.0036 -0.0038 -0.0068
H -0.0009 0.0008 -0.0001
H 0.0084 -0.0058 -0.0050
H -0.0008 -0.0098 -0.0001
H 0.0032 0.0020 0.0002
H -0.0021 -0.0039 -0.0056
H -0.0094 -0.0070 0.0067
H 0.0115 0.0005 -0.0079
H 0.0003 0.0013 -0.0011
H -0.0010 0.0034 -0.0056
H -0.0283 -0.0039 -0.0074
O 0.0269 0.0548 0.1033
C -0.1131 -0.0389 -0.0575
C 0.0352 0.0540 -0.0025
C 0.0300 -0.0325 0.0198
C -0.0657 -0.0122 -0.0220
C 0.0142 -0.0047 0.0098
C 0.1041 -0.0913 0.0523
C -0.0443 0.1197 -0.0397
N -0.1178 -0.1445 -0.0336
C 0.0014 0.0350 -0.0063
C -0.0036 0.0483 -0.0273
N 0.0836 -0.0681 0.0449
H 0.0068 -0.0021 0.0040
H -0.0045 -0.0011 -0.0018
H -0.0030 0.0036 -0.0019
H 0.0014 0.0107 -0.0023
H -0.0148 0.0257 -0.0057
H -0.0066 0.0058 -0.0080
H -0.0211 0.0119 -0.0022
O -0.0604 0.0328 0.0607
S 0.1737 0.3233 0.0568
O 0.0496 -0.1988 -0.0199
O -0.1908 -0.2942 -0.0181
C -0.0323 -0.0413 -0.0800
C -0.0329 -0.0080 0.0153
C -0.0585 0.0014 0.0506
C 0.0387 -0.0420 -0.0560
C -0.0314 0.0749 0.0707
C -0.0246 0.0327 0.0648
S 0.1087 0.2197 0.0688
O -0.0227 -0.0522 -0.0372
O 0.0652 -0.0634 -0.0631
O -0.0366 0.1183 -0.0616
H 0.0178 0.0031 -0.0054
H 0.0058 0.0082 -0.0006
H 0.0190 0.0026 -0.0075
H -0.0262 -0.0221 0.0047


Entry 2:
Computed, not measured: C4H5LiNaO2 as an isolated structure at a distorted geometry, with wB97M-V/def2-TZVPD.

Summary:
**Spin multiplicity**: 2
**Highest occupied orbital energy (alpha / beta)**: -3.47 / -8.12 eV
**<S²>**: 0.7802
**HOMO-LUMO gap (alpha / beta)**: 2.13 / 6.71 eV

Atoms and positions in Å:
C 0.93205 0.88297 -0.86546
C 0.18892 0.87069 0.35873
C -0.05114 -0.46140 0.88229
C -1.29765 -0.94437 0.24596
O -1.19334 -2.12115 -0.42124
O 2.09581 1.38115 -1.00914
Na 3.82050 3.20232 -1.47058
Li -2.14170 -3.43010 0.32429
H 0.51856 0.28404 -1.69846
H -1.34482 0.27981 -0.35427
H 0.52568 1.61861 1.08767
H 0.09369 -0.63190 1.95172
H -2.14658 -0.93065 0.96849

Atomic forces in eV per Å
C 2.6061 0.3470 -2.2165
C 1.8262 -1.7914 3.9598
C -1.0529 3.9696 0.6472
C 0.8120 0.8294 -2.5361
O -1.0730 -0.4540 0.6372
O -3.2910 -0.6668 0.6380
Na -0.2041 -0.2141 0.0534
Li 0.5352 0.5135 -0.5724
H 0.0984 0.1079 0.1508
H -1.5603 -3.0937 -0.1128
H 0.3366 -0.0541 -0.2579
H 0.6093 -0.3402 -0.3021
H 0.3576 0.8469 -0.0887


Entry 3:
Computed, not measured: C5H8O in the gas phase at a distorted geometry, with wB97M-V/def2-TZVPD.

Summary:
**Spin multiplicity**: 1
**Highest occupied orbital energy**: -9.07 eV
**HOMO-LUMO gap**: 10.13 eV

Atoms and positions in Å:
C 0.83497 -1.22728 0.57290
C 0.71026 1.18646 0.54982
C -0.03404 0.66753 -0.64285
C -1.51264 0.07324 -1.03385
C -0.56365 -0.61382 0.13260
H 1.31456 -1.91991 -0.21333
H 0.24561 -1.83906 1.54127
H 1.44510 1.97358 0.24079
H 0.31122 1.37744 1.50679
H 0.57436 0.13999 -1.48456
H -2.38940 0.55548 -0.91407
H -1.53305 -0.21491 -2.09545
H -0.94785 -0.14101 1.15079
O 1.54456 -0.01772 0.68913

Atomic forces in eV per Å
C -4.0432 -1.7936 -0.2998
C 2.9589 -0.2074 -2.9047
C -3.3383 -2.9877 -1.2946
C 6.0663 -1.2239 0.3772
C -1.8457 2.9876 -0.4987
H -0.5848 0.9529 1.6001
H 3.1679 1.4990 -1.9503
H -0.4384 -0.5756 0.6192
H -1.3179 0.6410 0.5737
H -0.2621 1.8813 1.6988
H -2.8478 1.3267 1.8602
H 0.7088 -0.4801 0.6022
H 0.1713 -1.3942 -2.2113
O 1.6049 -0.6259 1.8280


Entry 4:
Computed, not measured: a 5-piece molecular cluster, C28H36F15N6O9S2 overall at a distorted geometry, with wB97M-V/def2-TZVPD.

Summary:
**Spin multiplicity**: 1
**Highest occupied orbital energy**: -10.85 eV
**Charge**: +1
**HOMO-LUMO gap**: 6.00 eV

Atoms and positions in Å:
F -0.66241 -5.52670 2.80706
C -1.92446 -5.12311 3.36041
F -1.67647 -3.91045 4.08791
F -2.49282 -6.10652 4.18552
C -2.87512 -4.74160 2.13189
O -3.80585 -5.77672 1.74556
C -3.57865 -6.26026 0.40277
C -4.66471 -5.69802 -0.68061
C -4.89732 -4.13920 -0.45052
N -6.04831 -3.37156 -0.04401
N -5.50641 -2.10985 -0.01569
N -4.22923 -2.08194 -0.36492
C -3.25464 -0.95566 -0.51293
C -3.29525 -0.03205 0.80247
C -1.82959 0.67039 0.89666
S -0.74591 -0.54473 1.79796
C 0.82717 -0.56466 0.81721
S 1.52570 0.80698 0.12665
N 1.55419 -1.83779 0.62883
C 2.08426 -2.39353 -0.61177
C 2.77415 -3.77078 -0.39002
N 2.56968 -3.97248 1.04815
C 1.87871 -2.85601 1.63454
N -3.72011 -3.32766 -0.64308
H -2.23130 -4.34098 1.27617
H -3.51875 -3.84525 2.48344
H -3.76164 -7.40045 0.43327
H -2.51243 -6.09159 0.01540
H -5.61350 -6.32349 -0.73237
H -4.13120 -5.79360 -1.70406
H -2.17091 -1.29912 -0.65001
H -3.55627 -0.37867 -1.46222
H -4.12458 0.76159 0.67786
H -3.51094 -0.71424 1.69662
H -1.91521 1.64082 1.48644
H -1.40600 0.84725 -0.16304
H 2.00896 -1.88445 -1.63927
H 3.29510 -4.44437 -1.14255
H 1.62689 -2.82573 2.74933
H -2.77271 -3.60662 -0.92916
C 7.84346 -5.26938 -4.12546
C 6.68430 -6.02332 -4.74693
O 5.48326 -5.23541 -4.70033
C 5.34038 -4.31856 -5.67942
O 6.14231 -4.13201 -6.55628
C 4.00509 -3.59175 -5.53925
F 3.74465 -3.22667 -4.26434
F 2.96845 -4.36251 -5.93332
F 3.94309 -2.46758 -6.27425
H 7.59297 -4.94823 -3.11117
H 8.73576 -5.89694 -4.08745
H 8.07839 -4.36781 -4.69596
H 6.48675 -6.93080 -4.17203
H 6.90733 -6.33342 -5.77122
C 6.78699 6.14198 0.18957
C 6.49751 5.01243 -0.77924
O 5.41427 4.19818 -0.30006
C 4.17347 4.65887 -0.55212
O 3.93471 5.68431 -1.13483
C 3.12495 3.67681 -0.03550
F 3.40707 3.21929 1.20265
F 3.01965 2.58504 -0.82893
F 1.89292 4.21487 0.03413
H 6.97068 5.74956 1.19297
H 7.66027 6.71210 -0.13252
H 5.93690 6.82411 0.26515
H 7.37066 4.36063 -0.85397
H 6.28832 5.38678 -1.78486
C -8.17265 0.82808 -0.48516
C -7.51429 1.17430 -1.80624
O -7.76255 2.54301 -2.15260
C -6.95168 3.45113 -1.57214
O -6.06528 3.17448 -0.80334
C -7.28708 4.85814 -2.06077
F -8.61441 5.09353 -2.08126
F -6.84089 5.07052 -3.31636
F -6.74220 5.81756 -1.29260
H -9.23903 1.06430 -0.51336
H -8.05161 -0.23358 -0.26007
H -7.74054 1.40702 0.33453
H -7.94761 0.56475 -2.60242
H -6.44049 0.96574 -1.78940
C 0.98952 4.35671 3.70747
C 1.91848 5.53774 3.50533
O 1.72777 6.51371 4.54015
C 2.37163 6.27528 5.70173
O 3.06958 5.31590 5.90511
C 2.12441 7.41037 6.69236
F 0.82899 7.78671 6.73330
F 2.83348 8.51425 6.37593
F 2.46518 7.08410 7.95173
H -0.04815 4.69280 3.78040
H 1.07594 3.65146 2.87809
H 1.21932 3.82909 4.63623
H 1.68286 6.03129 2.55959
H 2.96462 5.22388 3.45279

Atomic forces in eV per Å
F -2.9046 0.5079 1.8994
C 0.5887 0.4064 -0.4252
F -0.5114 -3.1743 -1.3791
F 1.9208 2.5617 -1.9054
C -0.8972 1.3487 0.8358
O 1.7769 0.6823 -1.2947
C -0.8060 -1.3838 -0.4415
C 0.6973 0.7488 -0.2122
C 0.6711 -0.6905 -0.1387
N 6.5094 -0.0020 -1.6377
N 1.2053 -0.5225 -0.5875
N 0.8221 -1.3024 -0.2319
C -0.2849 2.3425 0.3074
C 0.3290 0.2224 -0.8533
C -0.8918 0.1631 -0.3231
S 1.0325 -0.3578 -1.2160
C 1.5663 1.0413 -1.2899
S -1.9779 -2.8020 1.2362
N 0.7231 -3.0822 0.3397
C 1.6370 -2.6055 -0.5755
C -3.8880 5.7641 3.1443
N -1.4751 3.4719 -0.3852
C 1.5289 -2.5322 -3.0655
N -6.4219 -1.0547 1.2829
H -0.6004 -0.8966 1.2773
H 1.0847 -1.4005 -0.2936
H 0.4423 1.8195 -0.0857
H -1.4473 -0.0545 0.7484
H 1.1630 1.2007 0.3723
H -1.0466 0.1648 1.4926
H -1.8017 -0.3180 0.2588
H 0.4198 -0.7967 1.5283
H 1.3578 -1.2845 0.3733
H 0.3339 1.1770 -1.1369
H 0.3111 -1.3063 -0.9371
H -0.5798 -0.0602 1.8241
H -0.0433 -0.4726 2.1631
H -0.8884 1.0506 1.4493
H 0.3793 0.2021 -2.0516
H -0.5347 0.5986 0.1572
C -0.0393 0.3720 -0.0124
C 0.7620 -0.4321 0.1171
O -0.7748 0.7089 -0.5371
C 1.6228 -1.1904 0.0066
O -0.9925 0.2983 0.4656
C -1.5475 1.1202 0.0077
F 0.3771 -0.2773 -0.2238
F 0.5970 -0.1001 0.0773
F 0.4808 -0.6615 0.2190
H 0.0221 -0.1669 -0.0305
H -0.1006 0.0065 -0.0142
H 0.0264 -0.1514 -0.0488
H -0.2989 0.2249 -0.0243
H -0.1557 0.2508 0.0428
C -0.3042 0.0899 0.2209
C 0.7587 0.5162 -0.1529
O -1.2642 -0.2962 -0.0369
C 1.7434 1.0156 -0.6813
O -0.4886 -0.8972 0.5310
C -1.2575 -0.8646 0.7997
F 0.2117 0.3445 -0.4257
F 0.7563 1.0327 -0.2825
F 0.7301 0.1600 -0.2377
H 0.1176 -0.0319 -0.1268
H -0.0591 -0.0853 -0.0105
H 0.0974 -0.0089 -0.1293
H -0.3187 -0.1871 0.1143
H -0.2345 -0.0668 0.1783
C -0.0245 0.2490 0.2453
C -0.1465 -0.7027 0.1993
O 0.5090 0.9308 0.0418
C 0.2058 -1.7339 0.2893
O -0.4769 0.6232 -0.5166
C -0.5860 2.1293 -0.5000
F 0.4759 -0.5481 0.1606
F 0.0481 -0.5812 0.4355
F -0.0089 -0.8988 -0.0808
H 0.0806 -0.1231 -0.1006
H -0.0159 0.0522 -0.0594
H 0.0547 -0.0963 -0.0775
H -0.0373 0.3608 -0.0663
H -0.0514 0.2702 0.0476
C -0.1180 -0.1106 0.3275
C -0.0388 -0.4951 -0.5636
O 0.3551 0.3731 0.8863
C 0.2520 -1.1761 -1.3998
O -0.4496 0.8885 0.3329
C -0.3975 1.4316 1.4815
F 0.3856 -0.4368 -0.3191
F -0.0654 -0.6194 -0.2828
F 0.0012 -0.3124 -0.8068
H 0.0823 0.0401 -0.1331
H 0.0406 0.0821 0.0116
H 0.0945 0.0133 -0.1195
H -0.0336 0.2268 0.2802
H -0.1019 0.0661 0.2578


Entry 5:
Computed, not measured: C17H27N2O2PPd as an isolated structure at a distorted geometry, with wB97M-V/def2-TZVPD.

Summary:
**Spin multiplicity**: 3
**Highest occupied orbital energy (alpha / beta)**: -7.31 / -7.56 eV
**<S²>**: 2.0061
**HOMO-LUMO gap (alpha / beta)**: 7.78 / 6.06 eV

Atoms and positions in Å:
C 4.31030 2.09912 0.31833
C 3.14534 2.48192 0.96808
C 1.94938 1.73030 0.95043
C 1.95808 0.53043 0.21533
C 3.09102 0.24614 -0.56744
C 4.28249 0.96646 -0.48005
C 0.80944 2.18711 1.79908
C 0.23487 3.61941 1.59719
N -0.59144 3.88481 0.43972
Pd 0.52348 -0.98415 0.19769
C 2.98780 -0.86580 -1.56663
P 1.18247 -0.86864 -1.95748
H 3.13665 3.40034 1.54843
H 5.14099 0.61934 -1.05416
H 5.19427 2.73952 0.34670
H 3.30181 -1.83929 -1.14159
H 3.55168 -0.67612 -2.49220
H -0.04270 1.49201 1.76390
H 1.14359 2.15700 2.85879
H -0.45954 3.79286 2.43872
C 0.77887 -2.17068 -3.11410
C 0.97000 0.72387 -2.80884
H 1.06959 4.35088 1.61411
C 0.06482 4.05907 -0.82668
C -1.91452 3.28879 0.37920
H -1.06358 -0.59123 -0.45484
H -0.02697 5.10770 -1.15151
H 1.13821 3.84427 -0.71969
H -0.38767 3.43957 -1.62557
H -2.69242 4.06704 0.32942
H -2.06260 2.67997 -0.53801
H -2.12709 2.71242 1.29207
H 1.48186 0.72606 -3.78273
H -0.10077 0.90503 -2.94694
H 1.35035 1.54665 -2.19031
H 1.48158 -2.22710 -3.95434
H 0.70025 -3.13126 -2.59356
H -0.20998 -1.94084 -3.52018
H -0.83785 0.10571 -0.18970
O -1.11182 -3.79335 1.16807
C -1.34281 -2.83698 1.89009
C -2.40650 -2.80630 3.00860
C -2.22506 -1.47746 3.69683
C -1.19241 -0.75476 2.84788
O -0.86915 0.41064 3.06418
N -0.72829 -1.58548 1.86172
H -3.41150 -2.84797 2.56650
H -2.30132 -3.65952 3.68943
H -3.13789 -0.87688 3.73654
H -1.84317 -1.58068 4.71518

Atomic forces in eV per Å
C -0.1174 0.3120 -0.2693
C -0.3437 -0.0135 0.2317
C 0.8903 -0.1758 -0.1938
C 0.8745 1.1835 -0.1107
C 0.4159 -0.0934 0.2305
C -0.3566 -0.1697 -0.0243
C -0.7918 0.3544 0.3808
C -0.0185 -0.2137 0.1591
N -0.1407 -0.4997 -0.2713
Pd -0.8854 -0.1801 1.2644
C -0.2553 -0.7015 -0.7411
P 1.4034 -0.0601 0.1978
H 0.1027 -0.0375 -0.0157
H -0.1039 0.2629 0.1057
H -0.2165 -0.2679 0.1548
H -0.2322 0.3300 -0.3213
H 0.1339 -0.0367 0.3457
H 0.7165 0.3250 -0.1750
H -0.1846 -0.0799 -0.4868
H 0.7205 0.0850 0.0494
C -0.1167 -0.2817 -0.7379
C -0.2312 0.0977 -0.1730
H -0.5893 -0.1299 0.1302
C 0.2020 0.4808 -0.1698
C -0.1669 0.3589 0.1492
H -0.7429 -0.2000 -0.3651
H 0.0923 -0.1450 -0.2069
H -0.2620 -0.0680 -0.2773
H 0.3332 0.0485 0.3020
H 0.0598 -0.0622 -0.0274
H 0.1852 -0.0783 0.5376
H 0.1315 -0.0844 -0.3891
H -0.1952 -0.0309 0.2507
H 0.1085 -0.0268 -0.1643
H 0.0066 -0.3596 -0.1014
H -0.0792 -0.0982 0.1374
H 0.1662 0.2094 -0.1101
H 0.0159 -0.0837 -0.0083
H -0.3015 1.0071 0.2066
O 0.0707 0.8872 0.2336
C -0.3042 0.3678 0.6597
C -0.3741 -0.5227 -0.1045
C 0.0646 0.1522 0.1414
C -0.2317 0.2738 0.4319
O -0.3672 -1.2640 -0.1433
N 0.4014 -0.6551 -0.2561
H 0.3258 -0.3027 -0.0983
H 0.0192 0.0696 -0.3482
H 0.1680 -0.0223 0.0620
H 0.0002 0.1393 -0.0722